{"formula": "C4H38O15", "method": "ωB97M-V/def2-TZVPD", "elements": ["C", "C", "C", "C", "O", "H", "H", "H", "H", "H", "H", "H", "H", "H", "H", "H", "H", "O", "H", "H", "O", "H", "H", "O", "H", "H", "O", "H", "H", "O", "H", "H", "O", "H", "H", "O", "H", "H", "O", "H", "H", "O", "H", "H", "O", "H", "H", "O", "H", "H", "O", "H", "H", "O", "H", "H", "O"], "positions_angstrom": [[-2.34178, -1.29528, -0.99832], [-1.30556, -0.22706, -1.34261], [0.08287, -0.82507, -1.48918], [1.12538, 0.23441, -1.85371], [0.10312, -1.84834, -2.47232], [-2.14132, -1.80125, -0.07104], [-2.36798, -2.02099, -1.84293], [-3.32472, -0.83163, -0.90709], [-1.60373, 0.31550, -2.25611], [-1.33761, 0.49076, -0.54077], [0.39229, -1.41351, -0.56228], [2.06500, -0.18328, -2.23792], [0.77398, 0.91521, -2.68210], [1.41494, 0.86925, -0.99960], [-0.18171, -1.53251, -3.30009], [-0.60154, -3.52340, 0.38714], [-0.66716, -3.90881, 1.84324], [-0.57387, -3.16771, 1.26922], [4.08736, -0.87468, -0.67771], [2.91848, -0.99656, 0.39897], [3.55511, -0.37424, -0.01038], [-0.64768, -3.32741, -1.70410], [0.45251, -4.29844, -1.26549], [-0.47577, -4.11434, -1.16743], [1.08656, -2.55089, 1.25085], [1.59449, -1.26353, 1.88935], [1.85081, -2.00585, 1.29389], [-0.53693, 3.13504, 2.22413], [-1.97125, 2.60158, 2.09171], [-1.43262, 3.43718, 2.11480], [-3.08168, 1.54743, 0.11129], [-3.77422, 2.58714, -0.74523], [-3.06990, 1.98245, -0.77429], [-0.70035, -0.65094, 2.72877], [-1.35466, -1.78719, 1.93350], [-1.59016, -1.03319, 2.51535], [0.33529, 2.33486, 0.61147], [1.81407, 2.32999, 1.11077], [0.85768, 2.19472, 1.42325], [2.77220, 2.62380, -0.54951], [3.37442, 1.29962, 0.13705], [3.19329, 2.27624, 0.26541], [-3.63671, 1.13440, 2.33087], [-2.31107, 0.36115, 1.94262], [-2.84888, 1.18741, 1.78826], [2.24885, -2.94301, -0.66292], [1.60557, -2.77706, -2.01548], [2.07445, -3.41332, -1.53291], [-1.47009, 2.77375, -0.76358], [-1.00255, 3.64883, 0.47723], [-0.73476, 3.27982, -0.45373], [1.82038, 4.04873, -1.97074], [0.71353, 3.20576, -1.32609], [1.61695, 3.16728, -1.72021], [1.39287, 0.20259, 3.66681], [0.87986, 0.82348, 2.25547], [0.88395, -0.01889, 2.83444]], "mulliken_charge": [-1.5177, 0.9156, 1.5627, -1.0095, -0.6213, 0.2039, 0.3971, 0.4371, 0.4974, -0.9372, -0.6840, 0.3144, 0.3778, -0.1367, 0.3327, 0.4135, 0.2169, -0.6319, 0.3219, 0.4206, -0.6486, 0.2771, 0.4763, -0.8253, 0.3883, 0.3664, -0.8508, 0.4265, 0.5144, -0.8905, 0.3741, 0.2882, -0.6700, 0.4993, 0.3493, -0.8503, 0.3832, 0.5211, -0.9281, 0.4562, 0.4844, -0.8409, 0.2652, 0.4083, -0.6569, 0.3304, 0.4633, -0.8594, 0.3124, 0.4221, -0.8311, 0.2913, 0.3762, -0.6993, 0.2748, 0.5453, -0.8163], "charge": 0, "relative_energy_kj_mol": 0.0, "spin_multiplicity": 1}

=====

{"formula": "CH2NO2S2", "method": "ωB97M-V/def2-TZVPD", "elements": ["C", "N", "O", "O", "S", "S", "H", "H"], "positions_angstrom": [[-0.53762, -0.73920, 0.31634], [2.01197, -0.48096, -0.11785], [-0.90703, 1.81730, 1.27240], [-1.80983, 1.27994, -0.96752], [-1.01270, -2.20693, 0.57059], [-1.52270, 0.79774, 0.37483], [1.75827, 0.52448, -0.48541], [2.01964, -0.99236, -0.96338]], "mulliken_charge": [0.0875, -0.6454, -0.5714, -0.5574, -0.2103, 0.6033, 0.1591, 0.1346], "charge": -1, "relative_energy_kj_mol": 423.0, "spin_multiplicity": 1}

=====

{"formula": "C23H89N11O19", "method": "ωB97M-V/def2-TZVPD", "elements": ["C", "C", "C", "O", "C", "N", "H", "H", "H", "H", "H", "H", "H", "H", "H", "H", "H", "C", "C", "C", "O", "C", "N", "H", "H", "H", "H", "H", "H", "H", "H", "H", "H", "H", "C", "C", "C", "O", "C", "N", "H", "H", "H", "H", "H", "H", "H", "H", "H", "H", "H", "C", "C", "C", "O", "C", "N", "H", "H", "H", "H", "H", "H", "H", "H", "H", "H", "H", "C", "C", "C", "O", "C", "N", "H", "H", "H", "H", "H", "H", "H", "H", "H", "H", "H", "O", "H", "H", "O", "H", "H", "O", "H", "H", "O", "H", "H", "O", "H", "H", "O", "H", "H", "O", "H", "H", "O", "H", "H", "O", "H", "H", "O", "H", "H", "O", "H", "H", "C", "O", "N", "N", "H", "H", "H", "H", "C", "O", "N", "N", "H", "H", "H", "H", "C", "O", "N", "N", "H", "H", "H", "H"], "positions_angstrom": [[-29.89686, -10.86845, 6.14088], [-31.13961, -11.73040, 6.22983], [-31.40864, -12.64805, 4.99731], [-31.71431, -11.88372, 3.83502], [-31.95615, -12.83694, 2.75865], [-30.95613, -12.49832, 7.43954], [-29.91269, -10.23867, 5.25136], [-29.00589, -11.49510, 6.10104], [-29.69863, -10.23788, 7.00759], [-31.98868, -11.11758, 6.53256], [-32.13175, -13.44439, 5.17357], [-30.50887, -13.23238, 4.80477], [-31.03854, -13.38830, 2.55347], [-32.26452, -12.37666, 1.81995], [-32.65968, -13.65349, 2.92112], [-30.46292, -11.85932, 8.04661], [-30.34677, -13.27644, 7.23144], [-24.95423, -16.75699, 11.28665], [-23.80810, -16.41041, 10.37654], [-23.03339, -17.65199, 9.98749], [-22.53895, -18.25062, 11.16755], [-21.88629, -19.54236, 10.94922], [-24.38540, -15.67882, 9.23074], [-25.57140, -15.87240, 11.44379], [-24.61508, -17.05360, 12.27918], [-25.48708, -17.65979, 10.98812], [-23.22145, -15.78262, 11.04723], [-22.28556, -17.48905, 9.21141], [-23.73803, -18.31530, 9.48589], [-22.78251, -20.15378, 10.84407], [-21.44838, -19.94381, 11.86310], [-21.12277, -19.63543, 10.17691], [-23.70811, -15.30274, 8.58271], [-24.71670, -14.76214, 9.49541], [-17.20572, -15.16014, 19.64828], [-18.15165, -14.20580, 19.07157], [-19.61783, -14.63952, 18.95095], [-19.89349, -15.71649, 18.06766], [-21.21758, -15.67583, 17.46723], [-18.09715, -13.15625, 20.00885], [-17.34844, -16.12723, 19.16615], [-17.15593, -15.26173, 20.73239], [-16.19785, -14.87265, 19.34888], [-17.77410, -13.72802, 18.16753], [-20.20475, -13.74946, 18.72419], [-20.05841, -14.84983, 19.92550], [-21.99012, -16.04185, 18.14348], [-21.06346, -16.37979, 16.64943], [-21.48416, -14.68521, 17.09885], [-18.53302, -13.42509, 20.87939], [-18.66531, -12.41167, 19.63085], [-16.75229, -20.50180, 6.04348], [-16.18244, -21.83937, 5.70371], [-14.66910, -21.87825, 5.96439], [-14.24817, -23.10171, 5.48351], [-13.02277, -23.45082, 6.01449], [-16.84555, -22.81454, 6.56932], [-17.82203, -20.31743, 5.94465], [-16.30558, -19.73967, 5.40496], [-16.56877, -20.30337, 7.09944], [-16.29089, -22.03015, 4.63603], [-14.57614, -21.75685, 7.04361], [-14.25689, -21.08977, 5.33473], [-13.00165, -23.42238, 7.10392], [-12.29306, -22.86167, 5.45904], [-12.77536, -24.45467, 5.66925], [-16.50632, -23.72594, 6.29660], [-17.85064, -22.72321, 6.52987], [-23.28754, -10.42947, 3.65577], [-22.41217, -11.34604, 2.75033], [-22.62790, -12.80290, 3.12260], [-22.31588, -13.14547, 4.52581], [-20.94409, -13.28140, 4.91237], [-22.56421, -11.04411, 1.39900], [-23.13225, -9.36928, 3.45579], [-23.03822, -10.56930, 4.70761], [-24.34300, -10.42406, 3.38361], [-21.35821, -11.21166, 2.99366], [-21.98389, -13.49534, 2.58049], [-23.63283, -13.02695, 2.76479], [-20.14284, -12.70381, 4.45141], [-20.62562, -14.30876, 4.73571], [-20.90610, -13.15547, 5.99441], [-23.48209, -11.38931, 1.15728], [-22.87494, -10.08351, 1.37074], [-28.75244, -10.44970, 11.70118], [-27.88677, -10.84203, 11.81482], [-28.73369, -9.66438, 12.24813], [-28.96914, -12.18599, 15.57768], [-29.33287, -11.71162, 14.83008], [-28.16205, -12.57760, 15.24378], [-28.01791, -16.85260, 6.71922], [-28.29054, -17.65091, 7.17156], [-27.34338, -16.47525, 7.28389], [-19.37082, -21.36790, 16.42922], [-20.32550, -21.38486, 16.49648], [-19.16100, -22.07112, 15.81466], [-23.62495, -17.68148, 3.99787], [-24.13808, -18.48786, 3.94612], [-24.05063, -17.16989, 4.68584], [-20.07332, -25.22209, 10.29188], [-19.32763, -25.63557, 9.85688], [-20.44879, -24.64450, 9.62732], [-25.09185, -11.28405, 12.83911], [-24.24639, -11.01046, 12.48334], [-25.01336, -11.13988, 13.78214], [-15.13988, -20.51150, 11.92993], [-16.03141, -20.81327, 11.75572], [-14.61243, -21.31026, 11.93295], [-18.84217, -24.59575, 14.17048], [-19.12471, -24.80594, 13.28041], [-18.79938, -25.44243, 14.61493], [-18.52214, -16.28027, 11.96366], [-18.31265, -16.50126, 12.87114], [-19.15146, -16.94881, 11.69300], [-25.24006, -22.92721, 14.03269], [-24.84112, -22.27084, 14.60388], [-24.94792, -23.76576, 14.39008], [-19.29481, -10.92264, 13.90546], [-18.38007, -10.79884, 13.16143], [-19.93540, -12.08845, 14.13685], [-19.91916, -9.95452, 14.60587], [-19.60943, -12.85919, 13.57133], [-20.81724, -12.07499, 14.62906], [-19.53303, -9.04886, 14.38050], [-20.76326, -10.08376, 15.14522], [-31.65576, -18.67691, 11.78516], [-32.72295, -18.56677, 12.44092], [-30.44879, -18.70455, 12.21023], [-31.51535, -19.03613, 10.54051], [-30.35525, -18.53077, 13.20076], [-29.67681, -18.61266, 11.56548], [-30.63509, -19.26094, 10.09926], [-32.37900, -19.25348, 10.06411], [-27.64165, -23.05201, 8.87486], [-27.92097, -21.88596, 8.79334], [-27.34359, -23.64076, 9.95785], [-27.48877, -23.93706, 7.92035], [-27.30655, -23.11944, 10.82212], [-26.61967, -24.32513, 9.79152], [-26.98746, -24.79468, 8.10280], [-27.63783, -23.59713, 6.98104]], "mulliken_charge": [-1.4057, 0.4582, -0.6540, -0.3178, -0.8011, -0.7156, 0.3330, 0.3331, 0.4064, 0.1686, 0.4528, 0.3112, 0.3350, 0.2821, 0.3138, 0.2443, 0.2558, -1.4283, 0.5195, -0.6026, -0.2677, -0.8680, -0.6240, 0.3662, 0.3714, 0.2497, 0.1671, 0.3874, 0.3310, 0.3904, 0.2584, 0.2948, 0.1987, 0.2660, -1.3121, 0.5238, -0.7287, -0.3104, -0.6390, -0.7369, 0.3337, 0.3000, 0.3286, 0.3135, 0.3688, 0.2918, 0.2789, 0.2116, 0.2707, 0.2578, 0.2456, -1.4553, 0.5673, -0.7775, -0.2902, -0.7555, -0.6792, 0.3910, 0.3560, 0.3816, 0.2249, 0.3834, 0.3421, 0.3187, 0.2992, 0.2565, 0.2206, 0.2178, -1.3712, 0.4861, -0.7317, -0.3115, -0.7941, -0.6967, 0.4153, 0.3085, 0.3654, 0.1244, 0.3474, 0.3732, 0.3298, 0.2984, 0.2722, 0.2927, 0.2899, -0.6463, 0.3187, 0.3152, -0.6343, 0.3323, 0.3059, -0.6464, 0.3070, 0.3253, -0.6379, 0.3052, 0.3230, -0.6248, 0.3099, 0.3153, -0.6265, 0.3223, 0.3108, -0.6096, 0.3150, 0.3029, -0.6272, 0.3111, 0.3156, -0.6370, 0.3255, 0.3145, -0.6335, 0.3201, 0.3179, -0.6276, 0.3149, 0.3159, 0.6305, -0.5971, -0.3731, -0.4110, 0.2099, 0.1487, 0.2253, 0.1695, 0.6492, -0.6764, -0.3683, -0.3651, 0.2089, 0.1850, 0.1654, 0.2034, 0.6065, -0.6234, -0.3904, -0.3945, 0.2224, 0.1781, 0.1690, 0.2270], "charge": 0, "energy_ha": -2961.3392, "spin_multiplicity": 1}

=====

{"formula": "C37H34BN8O2P2Pt", "method": "ωB97M-V/def2-TZVPD", "elements": ["Pt", "C", "C", "N", "N", "C", "B", "N", "C", "C", "C", "N", "N", "C", "C", "C", "N", "N", "C", "C", "C", "N", "H", "H", "H", "H", "H", "H", "H", "H", "H", "H", "H", "H", "O", "P", "C", "P", "O", "C", "C", "C", "C", "C", "C", "C", "C", "C", "C", "C", "C", "C", "C", "C", "C", "C", "C", "C", "C", "C", "C", "C", "C", "H", "H", "H", "H", "H", "H", "H", "H", "H", "H", "H", "H", "H", "H", "H", "H", "H", "H", "H", "H", "H", "H"], "positions_angstrom": [[-0.74561, 0.43357, 0.54986], [-0.39056, 0.27883, 4.85603], [0.17951, 0.40348, 3.59754], [-0.78292, 0.41589, 2.67980], [-1.97828, 0.30070, 3.30774], [-1.75559, 0.21778, 4.63104], [-3.28109, 0.25069, 2.48292], [-3.33284, 1.52507, 1.59934], [-4.21840, 2.53545, 1.60298], [-3.86928, 3.43059, 0.60849], [-2.72524, 2.89529, 0.02687], [-2.42056, 1.75684, 0.64447], [-3.20348, -0.99610, 1.55733], [-3.99433, -2.08218, 1.51533], [-3.54476, -2.91274, 0.50539], [-2.44504, -2.25556, -0.03784], [-2.25629, -1.11584, 0.61904], [-4.55992, 0.17030, 3.28457], [-5.81708, 0.13188, 2.74545], [-6.71741, 0.09492, 3.77338], [-5.92396, 0.11374, 4.94157], [-4.64815, 0.16147, 4.62777], [0.11669, 0.24975, 5.80279], [1.21886, 0.49323, 3.32919], [-2.58304, 0.13426, 5.31187], [-5.03786, 2.57169, 2.29841], [-4.37227, 4.34057, 0.33771], [-2.13717, 3.26334, -0.79725], [-4.82533, -2.21009, 2.18569], [-3.96361, -3.85363, 0.19899], [-1.82508, -2.53623, -0.87207], [-5.97832, 0.13422, 1.67944], [-7.79081, 0.06554, 3.71612], [-6.23718, 0.09771, 5.97092], [-0.70337, 0.27196, -1.63610], [0.59675, 0.32961, -2.41800], [1.63307, -1.09667, -1.92065], [2.20059, -0.83095, -0.19613], [1.44556, 0.31864, 0.44906], [3.93995, -0.40880, -0.26209], [4.86863, -1.36086, -0.67986], [6.21007, -1.02374, -0.72686], [6.61543, 0.25273, -0.35564], [5.68986, 1.19317, 0.07456], [4.34379, 0.86541, 0.12696], [1.96913, -2.35265, 0.73938], [1.18522, -3.42408, 0.32257], [1.06076, -4.54069, 1.13519], [1.71442, -4.58864, 2.35744], [2.46515, -3.50395, 2.79349], [2.59439, -2.38642, 1.98796], [0.20605, 0.20205, -4.16655], [-0.85683, 0.99413, -4.60403], [-1.29665, 0.88565, -5.91107], [-0.67309, -0.00396, -6.77756], [0.40086, -0.77044, -6.34787], [0.84896, -0.66793, -5.04019], [1.53621, 1.84644, -2.15340], [1.14390, 2.77326, -1.19252], [1.87732, 3.93553, -1.02238], [2.98079, 4.18113, -1.82921], [3.37047, 3.25946, -2.79055], [2.64669, 2.09092, -2.95835], [2.49169, -1.26624, -2.56990], [0.97512, -1.96587, -1.97976], [4.54313, -2.35990, -0.94823], [6.94003, -1.75578, -1.04325], [7.66510, 0.50991, -0.39429], [6.01933, 2.17736, 0.37794], [3.60997, 1.58241, 0.47312], [0.68113, -3.41150, -0.63471], [0.46903, -5.38159, 0.80052], [1.65168, -5.48031, 2.96579], [2.96629, -3.53796, 3.75090], [3.19225, -1.53995, 2.30679], [-1.34322, 1.66972, -3.91140], [-2.12112, 1.49248, -6.25848], [-1.03087, -0.10380, -7.79306], [0.88478, -1.45398, -7.03155], [1.67649, -1.28023, -4.70504], [0.27386, 2.57932, -0.57392], [1.59032, 4.65272, -0.26541], [3.53484, 5.10240, -1.71180], [4.23330, 3.45276, -3.41258], [2.92919, 1.37326, -3.72016]], "mulliken_spin": [0.5950, -0.0033, 0.0015, 0.0247, -0.0128, 0.0050, -0.0097, -0.0285, -0.0021, 0.0009, -0.0024, 0.1458, -0.0345, -0.0084, 0.0038, -0.0213, 0.2723, 0.0018, -0.0003, -0.0002, 0.0000, 0.0000, -0.0001, -0.0003, -0.0003, -0.0008, 0.0006, 0.0037, -0.0006, 0.0005, 0.0055, 0.0005, 0.0000, 0.0000, 0.0058, 0.0083, 0.0003, 0.0127, 0.0196, -0.0045, -0.0004, -0.0002, 0.0001, -0.0001, 0.0056, -0.0007, 0.0020, -0.0002, -0.0002, 0.0004, 0.0021, -0.0008, 0.0000, -0.0001, 0.0001, 0.0000, -0.0002, -0.0020, 0.0077, 0.0157, 0.0000, 0.0001, -0.0013, 0.0001, -0.0011, -0.0001, 0.0000, 0.0000, 0.0000, -0.0039, -0.0002, 0.0001, 0.0000, 0.0000, 0.0000, -0.0004, 0.0000, 0.0000, 0.0000, -0.0001, -0.0005, 0.0001, 0.0001, 0.0000, -0.0001], "charge": 2, "energy_ha": -2845.4220, "spin_multiplicity": 2}